[1]
C4H5NO | the ωB97M-V functional and the def2-TZVPD basis

The geometry in XYZ format:
```
11
Properties=species:S:1:pos:R:3:forces:R:3
C -1.292650 -0.277688 -0.112600 -0.0668 -0.0631 -0.0685
C 0.148412 0.138664 -0.199314 -0.1979 0.1135 0.1298
H -1.745487 0.258983 0.728818 -0.0206 -0.0926 -0.1921
N 0.557770 2.702804 -0.543098 -0.1930 -1.0866 0.2594
C 1.174351 -0.653064 0.479547 0.0836 0.0061 0.3152
H -1.341237 -1.348459 0.096143 -0.0589 0.1101 -0.1244
H 0.899678 -1.620640 0.898828 -0.0310 0.2954 0.1260
O 1.093089 -0.621407 -0.937489 -0.0064 -0.0927 -0.1211
H 1.967198 -0.105011 0.974858 0.3417 -0.1996 -0.2569
C 0.382954 1.574352 -0.359958 0.1199 1.0194 -0.1415
H -1.844075 -0.048535 -1.025735 0.0294 -0.0100 0.0742
```
Forces are in eV/Å.

Atomic partial charges in e from the natural (NBO) method, atoms 1 to 4: atom 1 (C): -0.613, atom 2 (C): 0.103, atom 3 (H): 0.230, atom 4 (N): -0.291


[2]
C78H168N8O10 | the ωB97M-V functional and the def2-TZVPD basis

The geometry in XYZ format:
```
264
Properties=species:S:1:pos:R:3:forces:R:3
C 3.028203 -3.382910 -4.400793 0.8318 0.9545 -1.4130
C -4.360860 5.405066 -5.194350 0.0210 -0.2463 -0.5753
C -4.916476 3.995498 -4.724103 -0.7031 1.7720 -0.1245
H 5.306794 3.408818 -0.719780 0.4191 0.1383 -0.3070
H -1.893861 -1.257890 4.751410 0.0737 -0.0487 -0.1473
C -3.763673 -1.834829 5.516167 -0.1989 -0.9836 0.7201
H 5.267069 2.191502 -5.048982 0.2741 0.0412 0.0956
C 2.189829 5.708925 0.431947 1.0683 0.0890 -0.1871
H 0.445739 2.064330 -2.455785 -0.2597 0.1334 0.4189
H 3.559392 3.761140 6.940373 -0.7842 -0.4187 -0.0303
C -3.056770 -4.985479 -2.591267 -0.6011 0.9850 -1.1890
H 2.604413 0.101889 -6.173554 -0.0925 0.0145 -0.2067
C 2.049736 -6.591535 2.486541 0.1595 -0.6178 0.8230
H 2.616376 -6.382092 1.579260 -0.3167 0.3545 -0.1219
H 3.144889 -4.468280 3.825272 0.1145 -0.2248 0.1138
H 3.600744 3.696150 -7.025788 0.3535 0.0589 0.0507
H -3.445304 3.256321 0.592457 0.7662 0.0602 1.0074
C 1.519168 -6.621173 5.418874 0.9325 0.6684 0.7165
H 0.727704 -6.376968 -5.716446 -0.0187 0.1657 -0.4565
H 2.263679 -0.631349 8.496869 -0.1499 -0.5062 0.5054
H 3.442322 -5.567094 5.719862 -0.0533 0.0357 0.0335
C -0.501321 1.815787 1.044944 -0.0981 -0.8438 0.0316
H 5.444256 6.649480 -2.032307 -0.3784 -0.4941 -0.1559
H 1.078077 -1.680962 -2.739113 -0.3461 0.0349 0.5155
H -5.128585 -0.836100 -0.551040 -0.3323 0.0813 0.0679
H -0.657194 2.623917 -4.720978 0.1634 0.4106 0.6522
H -4.921457 4.226377 -0.932897 0.0246 0.2080 0.0298
H 3.292063 -8.063830 -7.586068 0.3030 0.6035 -0.5584
H 2.822740 -3.930547 2.239812 -0.5270 0.0165 -0.3059
H 3.530475 -8.130461 2.920033 -0.4769 -0.4298 0.0863
C -1.739584 2.542412 -4.621522 0.1633 -0.5562 -0.6842
N 4.943596 5.314706 1.080633 -0.1174 0.9695 0.8487
O 1.286256 -5.784088 -5.208392 0.2627 0.1297 1.4134
H 6.676950 5.689855 -1.215682 -0.1694 -0.3629 -0.1114
H 3.772451 -1.418413 6.910482 0.0436 -0.9192 -0.2434
C 2.816655 2.707240 9.131072 -0.2985 -0.9972 0.1264
C 1.052377 0.210462 -1.515602 1.5425 -0.0085 -0.6135
C -5.148070 3.156891 -5.949000 0.1688 -0.8495 -0.0534
H -4.754860 5.727243 -6.158233 -1.0813 -0.3626 0.0981
C 2.317408 -4.212143 3.163636 1.3379 0.9009 1.3361
H -1.179571 -4.392147 -0.713689 -0.6340 -0.0766 -0.0468
O 0.007423 -4.736936 4.945829 0.4257 -0.8283 0.0927
C 3.340872 -6.102119 -6.439886 -0.8017 -2.0801 0.1158
H 2.798006 -8.458379 5.348736 0.0173 0.4678 0.3268
H -0.270945 -4.141989 -2.151487 -0.2008 -0.0995 -0.5176
H 3.903513 1.234524 4.137385 -0.6741 -0.7736 -0.0565
C 3.330382 6.193838 -0.467532 -0.8886 -0.5337 -0.8967
H -1.135558 2.338984 0.329332 0.2813 -0.2508 -0.5030
C -2.068883 5.068819 -4.283199 0.0759 -0.4254 -1.9070
H -6.528359 -1.817184 -2.952079 0.2037 -0.0100 -0.4146
H -4.702586 -3.696370 4.925453 0.2434 0.0076 -0.3518
H -0.460702 -5.726477 1.887729 -0.0602 -0.2732 0.3204
C 2.318161 -0.349179 -0.813355 -0.4109 0.2819 2.6516
H 4.961017 0.137277 8.396779 0.0158 -0.1338 0.1974
H -1.095436 1.897045 1.955178 0.1446 -0.3135 0.3041
H 3.802096 -6.721410 3.806376 0.2069 0.5392 -0.3086
C 2.985122 -7.344480 3.442462 0.5319 0.9951 1.1093
H -2.014167 2.475528 -5.674244 -0.6510 0.1111 -0.0372
C 3.603284 3.478413 2.213658 -0.3418 -0.3136 -0.1527
C 2.238112 -7.764392 4.721836 -1.0082 -0.5256 -2.3882
H -8.880979 2.224221 0.881411 -0.0895 0.3946 -0.2349
H 5.123397 -0.587344 6.334929 -0.0951 0.7458 -0.3727
C 0.462057 -7.282230 6.327144 -0.6639 1.2160 0.2171
C -1.299330 -0.595850 1.353756 -1.2059 0.9458 -0.4732
H -5.570737 -2.970664 6.207952 0.1556 0.3704 0.2500
H -2.161256 5.882316 -3.563622 -0.7214 -0.3929 0.4733
H -4.075839 3.199191 4.500729 -0.6472 -0.2575 -0.1203
H -1.182376 -2.091365 -3.592282 0.0272 0.0354 0.6340
H 2.894796 3.323965 3.027469 0.3817 -0.1853 0.4080
H 0.408233 2.388337 1.226577 0.1010 -0.0235 -0.1915
C -1.863930 3.549255 -2.385116 -0.9369 -0.6846 0.6847
H 3.173283 -2.302640 -4.409424 -0.6786 0.3810 0.1092
C -3.075568 -2.201594 -4.577668 0.5681 -0.0086 1.9063
H 5.087454 3.337266 7.465061 -0.0330 -0.1870 0.9788
H 4.536504 6.567943 3.488948 0.3786 -0.1469 0.1104
H -4.716896 1.177885 3.318092 0.1021 -0.3291 -0.0560
H 5.243735 4.881784 3.730173 0.4797 0.6553 0.9360
H 3.530446 3.380307 9.606025 -0.0859 0.3267 -0.3104
C 3.544104 1.475203 5.137887 -0.6393 0.5493 1.2788
N 0.815327 -5.785016 4.391511 -0.2894 -0.3992 -0.6771
H -6.450692 3.737543 4.502756 -0.0606 0.0786 0.1301
C 4.554766 4.093589 -1.111750 0.4103 -0.3034 -0.1729
H -8.473009 4.268710 3.188459 -0.6615 -0.0274 -0.0055
C -6.692074 4.092935 0.306148 1.0787 1.0068 -0.0463
H -0.466117 -7.511324 5.803595 0.2349 -0.3177 -0.4841
H 2.363263 2.165248 9.960994 0.2264 -0.5303 -0.0412
C 0.287311 -4.953436 2.063785 -1.2084 0.0018 -0.2322
H 2.662438 6.745846 2.192462 0.8285 0.1958 0.0366
H -3.667564 1.321529 1.895937 -0.1116 -0.6070 -0.1478
H 4.090301 -3.616019 -4.325219 0.0554 -0.8908 -0.2001
H 3.362874 7.279471 -0.375584 0.7173 0.0362 0.1322
H 1.774712 -0.605307 4.369289 0.8310 0.0645 -0.1183
H -2.749242 -1.773400 -5.525431 0.2011 0.0468 0.1142
H -7.415140 3.935114 -0.494093 -0.0200 -0.1929 -0.0510
H -6.685630 3.183049 -3.538585 0.5037 -0.5573 -0.3799
H 1.249718 -7.299466 2.270009 -0.0865 -0.0721 -0.4074
O -3.627745 -2.895240 -0.441020 0.0527 -0.4241 0.6380
H -2.908390 3.067263 3.289044 0.3678 0.2331 -0.1127
H -0.268789 -4.041172 2.279751 0.1307 0.1250 0.3642
O -1.339225 0.217774 -1.376258 0.1286 1.1199 -0.3243
C -4.344314 -1.728203 -2.373397 0.1769 0.3306 0.1652
H -7.326993 1.511218 0.638914 0.4704 0.3796 -0.0299
C 1.342812 -5.337678 3.084557 1.1993 -1.5268 -0.5726
N -3.954040 3.456563 -3.763179 1.7105 1.0905 0.6168
H -4.606749 -0.808300 -4.218196 -0.2583 0.4408 -0.0214
H 1.952275 3.201908 8.688068 0.3635 0.3769 -0.3188
H -2.543877 -5.607153 -3.325146 0.4541 -0.0037 0.1650
H -3.188788 -0.182042 -3.473230 0.6098 -0.4311 0.2871
C 4.223152 -5.510994 -7.509723 1.1990 1.5848 -0.5648
H -4.102725 4.797876 1.278204 0.2190 -0.0214 0.1263
C -4.601596 -0.472888 -1.433340 -0.6861 -1.5217 0.4923
H 6.728056 5.585451 1.377745 0.4919 -0.1650 0.1642
H 2.993911 3.190522 1.356980 0.2563 0.1369 -0.4272
C 1.670254 -0.243459 5.392161 -0.0082 -0.1221 -0.0458
C 2.433885 -3.751831 -5.849686 -0.0132 0.2679 -0.2275
C 3.464450 2.031294 -5.698038 0.7567 -0.4627 0.8865
H -4.487650 -1.989235 3.789706 -0.1400 0.1361 -0.3921
H 1.382751 -8.308109 4.320814 -0.0789 -0.7634 0.0812
H -1.921477 1.579714 -4.143779 0.0333 -0.1728 -0.1175
C -5.273218 3.641486 -0.083031 -1.2022 -0.6479 0.1159
H 0.793184 -8.175710 6.856450 0.2905 0.1547 -0.1040
H 1.190428 -1.096135 5.872585 0.2426 0.0760 0.5754
H -5.945330 3.507335 -6.604483 0.1717 0.4319 0.0819
H 0.120061 -6.536211 7.044504 0.1778 -0.0520 0.3992
H -3.717115 4.613718 3.561009 -0.2290 0.0773 -0.4451
H -4.091317 1.610477 -4.166665 0.0388 -0.4150 -0.3544
C -0.209070 0.287100 0.708451 -0.5100 -0.7768 -0.0875
C 3.440192 -3.253133 -6.985042 -1.0120 1.2697 1.7789
C 1.129050 -0.596364 -2.834757 -1.1276 0.2504 -1.3513
H -7.136172 4.419925 -4.634609 0.2766 0.5286 -0.0542
C -1.927854 -2.869052 -3.758268 -0.7226 -0.3313 -0.3827
C -8.343216 4.564400 2.147390 1.5054 -1.2510 0.7769
H 1.018001 0.168378 2.432239 0.0098 -0.0728 0.0917
C 4.097625 -0.826831 6.054679 -1.3342 -0.0592 0.9765
H -5.314806 2.630729 -0.488915 0.1902 -0.3756 0.1993
C 4.657763 2.296435 5.751201 -0.4969 -1.1351 0.8636
C -7.876243 2.179886 1.301703 -1.0184 -0.6210 0.7488
H 4.912888 3.027037 4.983588 0.2458 0.3453 0.4604
H -1.690199 -2.427958 6.026225 -0.2314 -0.1959 0.1683
H -3.717709 0.013208 -1.020332 0.3555 -0.1420 -0.5390
H -5.475124 1.001526 1.766063 0.2914 0.2163 -0.3840
H -1.029057 5.207235 -4.579368 0.4819 -0.8889 0.3044
H 4.910953 -7.323521 -5.216522 -0.4482 -0.4302 -0.7618
H 5.209115 -5.974637 -7.541414 -0.3930 -1.0366 -0.2270
C -7.284008 3.557029 1.619619 0.7113 -0.8210 -0.2196
H -2.631937 6.471161 -5.828901 0.0657 0.2073 0.1314
H 5.705023 1.625673 8.859631 -0.1178 0.2073 0.3785
H -0.832122 -5.155850 4.742638 -0.5484 0.5744 0.3264
C 3.813977 2.627212 -7.029750 -1.2269 0.2412 -1.0730
H -6.541110 5.171625 0.347704 -0.5159 0.3626 0.4202
H -1.648182 -0.597112 -1.778887 -0.1105 -0.6070 0.0433
C -2.855293 5.444104 -5.540174 -1.0140 0.4716 1.1516
C -4.667033 1.518278 2.283806 0.3330 0.2047 0.6672
C -6.317378 4.105572 -3.987403 1.0249 0.0233 0.4027
O -4.328802 -1.252362 4.384174 -0.6603 0.8873 -0.6153
H -1.363724 -3.657273 -4.256837 -0.2482 -0.0354 -0.5462
N -0.130705 -0.086179 -0.734445 0.2417 -1.5174 1.2568
H -2.338410 -2.952439 4.455781 0.3014 -0.0852 -0.1581
H 2.078035 -4.886992 6.644650 -0.0672 0.2472 -0.3357
H 3.579160 -0.005484 -4.750410 -0.0661 0.6377 0.3495
H 4.833573 2.431062 -7.361472 0.1720 0.0229 0.4254
H -6.049466 -3.138462 -1.926557 0.1303 0.4706 0.7645
H 1.975470 -0.475947 -3.510900 0.8764 0.5547 0.9610
H 3.909943 -2.328571 -6.649454 -0.7943 0.6382 0.2488
C -4.781840 3.035059 2.348568 -1.1699 0.3700 0.8280
H 1.777599 -7.031027 -7.713409 0.5351 0.3377 -0.7312
H 4.091228 -1.398851 5.126860 -0.0443 -0.0958 0.1239
O -6.646490 2.979132 3.947714 0.2391 -0.2028 -1.3910
C 2.540005 -5.805601 6.282919 -0.7143 0.1505 -0.0269
C 2.365592 0.087957 0.705579 -0.7189 0.2765 -0.7800
C 4.616853 -4.062683 -7.229522 0.9404 -0.7571 0.1248
C 1.011004 -0.259267 1.429660 2.3865 1.0189 -0.9525
H 1.929627 5.273943 2.514026 -0.1292 -0.2642 0.1226
H 2.968088 -3.019851 -7.939404 -0.6103 -0.2380 0.1922
H 1.826150 4.754108 0.052270 -0.0301 -0.2345 0.3001
H -3.204490 -5.557157 -1.675050 0.3416 0.3969 0.1779
H 2.555640 2.416153 -5.235390 -0.4866 -0.1625 -0.6620
C -3.740287 -1.109195 -3.629301 -0.8091 -1.6473 -2.2991
H 0.961710 -1.345131 1.510623 -0.1361 -0.0324 -0.0272
H -4.046786 -4.861019 -3.029999 -0.2161 0.0053 0.0296
H 3.229595 -0.272161 1.264057 -0.0221 -0.5572 -0.1502
H -4.212230 3.072781 -6.501485 -0.1271 -0.3765 -0.2594
H 2.294834 -1.438778 -0.831475 -0.0315 -0.0996 -0.2039
H 2.126853 -8.010150 -6.428192 0.1231 0.1948 0.8860
H 0.339410 -3.288936 -5.492379 -0.1844 -0.0016 -0.1528
C 2.636216 -7.332643 -7.113490 -0.3782 -0.6060 1.1118
C -4.287063 3.740660 1.087396 -1.2680 -0.1987 -1.5280
O 4.407849 2.516790 -4.770535 0.7796 0.3010 0.9115
O 6.234772 4.771019 1.255365 -0.0717 -0.2697 0.3962
O 1.763726 0.152152 8.256502 1.1470 0.2264 -0.7503
C -2.336698 -2.150251 5.193752 0.8274 0.0069 -0.1362
H 0.790151 -3.041119 -7.202087 0.1541 -0.1759 0.0640
C 3.972773 4.953723 2.166515 -0.8079 0.7491 -1.0511
H -9.283270 4.517560 1.597663 0.2238 0.4225 -0.0278
C 4.765991 1.075169 8.916812 -0.8352 0.2141 -1.4036
H -8.030753 1.635084 2.233052 0.1390 -0.0923 0.1727
H 0.898100 0.516976 5.275523 0.1567 0.3560 0.4909
H 2.146281 1.872762 -2.267089 0.2519 0.2240 0.0917
H 6.070165 7.139232 -0.546045 -0.3252 0.0444 0.5991
H -3.795728 -2.987902 -4.803932 -0.3035 0.2085 -0.0891
C 4.358342 5.495155 3.562951 1.3335 -0.9749 -1.1682
C -2.427797 3.612515 -3.795077 0.1468 2.5465 -0.5414
H -3.991230 -3.760819 6.497655 -0.1196 0.0354 0.2706
H -1.215610 -1.680773 1.290279 0.6956 0.0357 -0.2877
N -6.197612 3.445591 2.652595 0.3989 1.7087 -0.4130
H -1.936345 2.500685 -2.096380 0.2032 0.0626 0.6154
H 2.808846 2.279445 5.111643 -0.9247 -0.4886 -0.6839
H 2.826696 -6.294554 7.213964 0.0464 -0.5489 -0.1850
H 4.343566 0.123528 -6.276206 0.1806 0.2159 -0.2746
C 2.985454 0.287172 6.043954 0.8243 0.9434 -0.5369
H 2.596257 -3.644247 -3.434759 -0.6593 -0.3956 -0.5287
H -0.845915 3.911316 -2.241399 0.1326 -0.1691 -0.6272
H -5.525753 2.203300 -5.580044 0.3112 -0.4710 -0.3645
H -2.459540 4.164341 -1.710555 -0.2858 -0.0955 0.0021
H 5.172749 -3.506448 -7.984301 0.1226 -0.7398 -0.7416
C -1.127183 -3.756784 -1.597812 0.3823 0.7469 0.4823
C 2.700395 5.703969 1.874421 -2.3383 0.3098 -0.6664
N 2.212082 -5.207398 -6.068332 0.8404 1.3653 -2.1051
C -5.703393 -2.496158 -2.736362 1.0932 -0.2128 1.1982
O -4.251119 2.161207 -3.396761 -0.4647 -0.6396 0.5751
H -1.359888 -0.330435 2.409210 -0.2372 -0.0212 0.0162
H -2.673726 4.904304 -6.469555 0.2973 -0.6641 0.3230
H 5.511132 1.638911 5.917126 0.3935 0.1794 0.0852
H 4.447594 2.790181 2.253257 0.0694 0.0961 0.2438
H 4.458549 0.860168 9.940215 0.1391 0.1072 -0.0232
H 3.222315 0.002672 -1.310147 -0.1302 -0.0103 -0.1848
H 1.244958 -1.874556 -5.937134 0.2652 0.0331 -0.0696
H -3.212073 -2.130425 -0.036202 -0.0585 -0.1567 0.9971
H 3.190832 2.218342 -7.825121 -0.1995 -0.1333 -0.0752
C 4.168786 2.872828 7.106659 1.4835 -0.3420 -1.2749
H -5.551785 -3.302596 -3.453831 0.0915 0.6634 -0.8219
C 5.746960 6.239118 -1.068940 0.7786 0.5957 0.2837
H -2.236331 -0.349356 0.854395 -0.4042 0.1314 0.3209
H 4.876718 -5.633506 -5.109100 -0.1242 0.1282 0.6872
C 3.587508 1.815958 8.104110 0.2619 0.2768 1.2025
H 2.990612 5.973751 -1.479567 0.0190 0.3901 -0.3632
C 3.499627 0.512235 -5.706312 -0.4016 -0.7289 -0.4276
C -3.872066 3.537479 3.484780 0.6448 -0.5325 0.2795
C 4.210094 -6.488727 -5.220023 -0.2171 0.7978 0.1783
H 3.537083 -6.605305 -4.370579 0.2377 0.1286 0.2030
H -7.790716 5.501100 2.221079 -0.6307 0.3921 -0.4513
H 1.205305 2.262127 -0.802975 -0.1556 0.1216 -0.2676
N 2.693300 0.840958 7.436262 0.0965 1.5577 -2.0002
H 4.742990 4.361661 -2.151373 0.1935 -0.5213 -0.1437
H 5.315347 -3.965257 -6.398428 -0.0639 -0.4533 0.4512
H -3.777319 -1.116621 6.335976 -0.3841 0.0934 -0.0079
C -2.402825 -3.557371 -2.440310 -0.2079 -0.3959 0.8976
H 1.394064 6.439467 0.286449 -0.2567 -0.1642 0.2994
H 2.563164 1.159328 0.670584 -0.3924 0.2963 0.2631
H -6.174503 4.710761 -3.092180 -0.2297 0.6160 -0.2523
H 3.731848 -5.547268 -8.482047 0.0481 -0.1611 -0.0821
H -4.616660 6.207294 -4.502181 0.1306 -0.1660 0.3431
H 3.630028 5.312720 4.353132 -0.1919 -0.2418 -0.3395
H -0.820952 -2.773882 -1.239709 0.1766 0.1848 0.1083
H 3.654987 3.478506 -1.124557 -0.5420 0.5913 0.4602
C 1.116844 -2.932107 -6.167923 0.4988 -1.0114 1.2645
H -5.218288 0.294354 -1.901448 0.0436 -0.1676 -0.2466
C -4.557007 -3.108959 5.832016 0.1936 -0.2328 0.3616
C 4.655602 5.427997 -0.356342 -1.2831 0.2037 0.7159
H 0.399274 -0.295762 -3.586535 -0.9423 -0.0017 0.2940
H 1.881423 -3.345542 3.660645 -0.2215 0.2394 -0.3261
C 1.199940 1.719609 -1.748352 0.5267 -0.5542 -0.8687
H 0.711698 -4.793444 1.072624 0.4895 0.0311 0.1089
N -3.292410 -2.584230 -1.745205 0.4330 1.2094 -1.8639
```
Forces are in eV/Å.

Atomic partial charges in e from the Löwdin method, atoms 1 to 4: atom 1 (C): -0.005, atom 2 (C): -0.118, atom 3 (C): -0.487, atom 4 (H): 0.086


For the records above, the corresponding relative energy (zero: lowest compared OMol25 entry of this formula, charge and spin) values read 1.641, 6.207 eV.